{
  "formula": "C2H2O2S2",
  "method": "ωB97M-V with the def2-TZVPD basis set",
  "symbols": ["C", "C", "O", "O", "S", "S", "H", "H"],
  "xyz": [[-0.73910, -1.07256, -0.00467], [0.41516, -1.36772, -0.08158], [3.12763, 0.72798, 1.22223], [3.08113, 0.80796, -1.25530], [2.12188, -1.62636, 0.02795], [2.53050, 0.42708, 0.03268], [-1.85813, -0.98088, -0.08146], [1.26424, 1.19363, -0.04389]],
  "lumo_energy_ev": -0.375,
  "e_above_lowest_ev": 3.8583,
  "energy_ha": -1024.120844,
  "multiplicity": 1,
  "e_homo_ev": -9.9,
  "homo_lumo_gap_ha": 0.3515
}